Arrangement w

The following is a DFT calculation (wB97M-V/def2-TZVPD) of a cluster of 2 separate species, C2H5NO2S in total.

```
! RIJCOSX wB97M-V def2-TZVPD def2/J DEFGRID3
* xyz 0 1
C 4.32 0.50 -0.26
C -2.06 0.13 0.08
N 3.20 0.28 0.05
O -0.32 -1.83 0.06
O 0.43 0.47 0.80
S -0.39 -0.43 0.02
H -0.12 0.01 -1.19
H -2.48 0.26 1.03
H -2.12 1.10 -0.49
H -2.69 -0.57 -0.35
H 2.23 0.07 0.25
*
```

Calculated values
HOMO energy: -11.1821 eV
E_LUMO: 0.290 eV
molar mass: 107.1 g/mol

Arrangement x

The following is a DFT calculation (wB97M-V/def2-TZVPD) of a structure of composition C2H5NO2S.

```
! RIJCOSX wB97M-V def2-TZVPD def2/J DEFGRID3
* xyz 0 1
C 0.85 -1.17 0.46
C 0.28 0.60 -0.23
N -0.93 0.17 -0.86
O -1.93 0.16 -0.13
O -0.82 -0.28 -1.97
S 0.09 1.78 1.02
H 1.12 -1.64 -0.37
H -0.04 -1.37 1.00
H 1.65 -0.88 1.08
H 0.96 1.05 -0.86
H -1.24 1.58 0.87
*
```

Calculated values
HOMO energy: -9.2250 eV
E_LUMO: -0.361 eV
molar mass: 107.1 g/mol

Stability ranking, top entry: arrangement w; the second entry is 222.0 kJ/mol less favorable.

Arrangement w

The following is a DFT calculation (wB97M-V/def2-TZVPD) of an isolated molecule of C2H5NO2S.

```
! RIJCOSX wB97M-V def2-TZVPD def2/J DEFGRID3
* xyz 0 1
C -0.77 0.30 0.44
C -0.87 -0.37 -0.87
N 0.76 0.51 0.39
O 1.55 -0.55 -2.13
O 1.33 0.11 1.62
S 0.96 -0.87 -0.84
H -1.42 1.21 0.61
H -1.02 -0.23 1.41
H -1.52 -1.32 -0.89
H -0.80 0.33 -1.72
H 1.77 0.87 1.97
*
```

Calculated values
HOMO energy: -9.3555 eV
E_LUMO: 0.771 eV
molar mass: 107.1 g/mol

Arrangement x

The following is a DFT calculation (wB97M-V/def2-TZVPD) of an isolated molecule of C2H5NO2S.

```
! RIJCOSX wB97M-V def2-TZVPD def2/J DEFGRID3
* xyz 0 1
C -0.15 1.10 -0.55
C -1.00 0.07 0.32
H -0.17 -0.01 -2.34
H 0.76 1.44 0.08
H -0.81 2.08 -0.82
H -0.45 -1.57 1.63
H 2.23 -1.80 0.67
N -0.12 -0.67 1.12
O 0.31 0.48 -1.70
O -2.15 -0.31 0.13
S 1.57 -0.82 1.46
*
```

Calculated values
HOMO energy: -9.5939 eV
E_LUMO: 0.395 eV
molar mass: 107.1 g/mol

Stability ranking, top entry: arrangement x; the second entry is 154.3 kJ/mol less favorable.

Arrangement w

The following is a DFT calculation (wB97M-V/def2-TZVPD) of a cluster of 2 separate species, C4H12N3 in total.

```
! RIJCOSX wB97M-V def2-TZVPD def2/J DEFGRID3
* xyz 1 1
C -2.86 0.54 -0.28
C 0.01 1.44 -0.40
C 0.79 -2.01 0.16
C 2.35 -0.18 0.12
N -2.53 1.16 0.78
N 0.03 0.11 -0.12
N 1.04 -0.59 -0.03
H -2.23 0.54 -1.10
H -0.58 1.73 -1.40
H -0.74 1.85 0.27
H 0.91 2.00 -0.49
H -0.09 -2.43 0.50
H -3.74 -0.03 -0.40
H 1.19 -2.51 -0.77
H 2.41 0.85 0.56
H 2.82 -0.89 0.94
H 2.90 -0.33 -0.78
H 1.43 -2.46 0.89
H -3.10 1.21 1.58
*
```

Calculated values
HOMO energy: -13.3892 eV
E_LUMO: -5.098 eV
molar mass: 102.2 g/mol

Arrangement x

The following is a DFT calculation (wB97M-V/def2-TZVPD) of a cluster of 2 separate species, C4H12N3 in total.

```
! RIJCOSX wB97M-V def2-TZVPD def2/J DEFGRID3
* xyz 1 1
C 0.71 -1.31 0.83
C 0.99 -1.77 -0.59
C 1.27 -0.42 -0.16
C -2.51 0.21 0.32
N 2.00 1.73 0.44
N 1.79 0.71 -0.44
N -1.44 0.64 -0.59
H -0.32 -1.16 1.13
H 1.34 -1.66 1.64
H 1.82 -2.44 -0.78
H 0.15 -1.93 -1.26
H -2.26 0.56 1.33
H -3.49 0.60 0.06
H -2.56 -0.88 0.32
H 1.99 2.65 0.02
H 1.45 1.66 1.29
H 2.19 0.88 -1.37
H -1.48 1.65 -0.67
H -1.66 0.29 -1.52
*
```

Calculated values
HOMO energy: -13.3222 eV
E_LUMO: -3.715 eV
molar mass: 102.2 g/mol

Stability ranking, top entry: arrangement x; the second entry is 149.7 kJ/mol less favorable.

Arrangement w

The following is a DFT calculation (wB97M-V/def2-TZVPD) of an isolated molecule of C21H31N3O4.

```
! RIJCOSX wB97M-V def2-TZVPD def2/J DEFGRID3
* xyz 0 1
C 0.51 5.52 0.47
C 0.63 4.01 0.46
H -0.10 3.56 -0.21
H 0.49 3.59 1.47
O 1.94 3.67 0.00
C 2.36 2.43 0.20
O 1.71 1.57 0.76
C 3.75 2.20 -0.37
N 4.15 0.82 -0.22
C 3.65 -0.06 -1.18
O 3.23 0.36 -2.25
N 3.77 -1.39 -0.91
C 4.09 -1.93 0.39
H 4.85 -1.32 0.89
C 2.82 -2.08 1.24
H 3.07 -2.49 2.22
C 1.83 -2.99 0.51
C 1.59 -2.47 -0.91
H 0.93 -3.15 -1.45
C 2.91 -2.28 -1.66
H 2.73 -1.84 -2.64
H 3.42 -3.24 -1.78
H 1.09 -1.49 -0.86
C 0.53 -3.19 1.29
H 0.79 -3.51 2.31
C -0.35 -1.94 1.36
C -1.26 -1.84 0.15
O -1.55 -2.81 -0.53
N -1.75 -0.61 -0.13
C -1.50 0.56 0.69
H -2.14 1.37 0.34
H -0.46 0.88 0.63
H -1.75 0.37 1.74
C -2.60 -0.42 -1.28
C -4.02 -0.10 -0.88
C -4.73 -1.00 -0.10
C -6.02 -0.71 0.31
C -6.61 0.49 -0.05
C -5.90 1.40 -0.83
C -4.61 1.11 -1.23
H -4.07 1.82 -1.84
H -6.36 2.33 -1.11
H -7.61 0.72 0.26
H -6.57 -1.42 0.91
H -4.27 -1.94 0.17
H -2.58 -1.37 -1.83
H -2.19 0.37 -1.92
H -1.00 -2.00 2.24
H 0.25 -1.04 1.46
H -0.05 -3.98 0.82
H 2.31 -3.98 0.42
H 2.38 -1.09 1.38
H 4.53 -2.92 0.23
H 4.09 0.50 0.74
H 4.46 2.86 0.13
H 3.73 2.43 -1.44
H 1.24 5.96 1.14
H -0.49 5.80 0.81
H 0.67 5.91 -0.53
*
```

Calculated values
HOMO energy: -8.8550 eV
E_LUMO: 0.590 eV
molar mass: 389.5 g/mol

Arrangement x

The following is a DFT calculation (wB97M-V/def2-TZVPD) of an isolated molecule of C21H31N3O4.

```
! RIJCOSX wB97M-V def2-TZVPD def2/J DEFGRID3
* xyz 0 1
C -5.10 -7.08 -0.75
H -4.19 -7.60 -1.05
O -5.03 -5.71 -1.06
C -3.97 -5.05 -0.40
C -4.01 -3.58 -0.79
N -3.23 -2.76 0.12
C -1.80 -2.89 -0.10
H -1.53 -3.95 -0.05
C -1.04 -2.14 1.00
N -1.42 -0.75 1.00
C -0.66 0.34 0.77
O -1.14 1.46 0.71
C 0.84 0.12 0.59
C 1.58 1.41 0.94
N 2.99 1.35 0.60
C 3.55 0.52 -0.30
O 4.75 0.54 -0.55
C 2.65 -0.50 -0.98
C 1.16 -0.21 -0.87
H 0.90 0.65 -1.49
H 0.59 -1.06 -1.22
H 2.96 -0.56 -2.03
H 2.88 -1.47 -0.53
C 3.81 2.37 1.22
C 3.27 3.76 1.00
C 2.99 4.59 2.07
C 2.51 5.88 1.87
C 2.29 6.33 0.59
C 2.56 5.51 -0.50
C 3.05 4.23 -0.30
O 3.33 3.35 -1.30
C 3.20 3.77 -2.64
H 2.16 4.01 -2.89
H 3.54 2.93 -3.24
H 3.84 4.64 -2.85
H 2.38 5.89 -1.49
H 1.91 7.33 0.42
H 2.30 6.51 2.72
H 3.16 4.23 3.08
H 4.80 2.28 0.76
H 3.90 2.18 2.29
H 1.50 1.61 2.01
H 1.10 2.24 0.41
H 1.20 -0.68 1.24
C -2.86 -0.59 1.16
C -3.59 -1.35 0.05
H -4.67 -1.26 0.21
H -3.34 -0.91 -0.92
H -3.08 0.47 1.11
H -3.15 -0.99 2.13
H 0.03 -2.26 0.85
H -1.32 -2.57 1.97
H -1.50 -2.49 -1.09
H -3.70 -3.46 -1.84
H -5.05 -3.26 -0.72
H -4.08 -5.14 0.69
H -3.01 -5.52 -0.68
H -5.27 -7.23 0.32
H -5.95 -7.47 -1.31
*
```

Calculated values
HOMO energy: -8.4332 eV
E_LUMO: 0.675 eV
molar mass: 389.5 g/mol

Stability ranking, top entry: arrangement w; the second entry is 189.3 kJ/mol less favorable.

Arrangement w

The following is a DFT calculation (wB97M-V/def2-TZVPD) of a cluster of 9 separate species, H19O9 in total.

```
! RIJCOSX wB97M-V def2-TZVPD def2/J DEFGRID3
* xyz 1 1
O -1.03 2.02 -3.32
H -1.40 -3.81 1.99
H 2.95 0.19 -1.65
O 1.56 2.21 2.01
H 1.53 1.82 2.89
O -0.66 -1.48 3.32
H 0.55 2.59 -0.08
H -0.79 -0.84 3.97
O -3.53 -0.30 -0.38
H -1.23 -2.23 3.49
H 2.50 2.14 1.80
O 2.22 -1.88 -0.96
H -0.37 -4.34 0.84
H 1.30 -2.01 -1.19
O -1.21 -3.95 1.07
H -3.83 0.20 0.39
H 2.73 -2.68 -0.85
O -0.96 0.62 0.63
H -1.61 1.68 -4.01
H -1.73 0.69 0.07
O 0.60 1.89 -0.76
H -3.95 -1.17 -0.38
H -1.06 -0.13 1.23
O 3.01 1.14 -1.77
H 1.50 1.58 -0.48
H 0.12 1.08 -0.36
H -0.52 2.64 -3.84
H 3.58 1.37 -2.50
*
```

Calculated values
HOMO energy: -14.2583 eV
E_LUMO: -2.810 eV
molar mass: 163.1 g/mol

Arrangement x

The following is a DFT calculation (wB97M-V/def2-TZVPD) of a cluster of 9 separate species, H19O9 in total.

```
! RIJCOSX wB97M-V def2-TZVPD def2/J DEFGRID3
* xyz 1 1
O -0.38 -0.47 -0.86
H -0.27 -1.06 -0.21
H 0.54 -0.01 -0.78
H -1.24 0.02 -0.53
O 0.98 -0.29 1.64
H 1.91 0.03 1.89
H 0.48 0.19 2.28
O -2.49 -0.34 0.91
H -2.79 -1.12 1.40
H -2.99 0.51 1.05
O 2.09 0.67 -1.06
H 2.04 0.79 -1.98
H 2.93 0.33 -0.92
O -0.58 -2.89 0.80
H -1.30 -3.61 0.62
H -0.18 -3.28 1.71
O 1.91 -3.12 -0.42
H 1.29 -3.47 0.21
H 2.49 -3.81 -0.50
O -2.90 0.94 -2.14
H -2.26 1.61 -2.37
H -3.61 1.56 -1.69
O 2.01 2.94 0.56
H 1.99 2.00 0.31
H 2.00 3.56 -0.15
O -0.67 2.53 -0.23
H -1.29 3.14 0.16
H 0.29 2.64 0.28
*
```

Calculated values
HOMO energy: -14.4025 eV
E_LUMO: -2.971 eV
molar mass: 163.1 g/mol

Arrangement y

The following is a DFT calculation (wB97M-V/def2-TZVPD) of a structure of composition H19O9.

```
! RIJCOSX wB97M-V def2-TZVPD def2/J DEFGRID3
* xyz 1 1
O -2.21 -1.69 -2.13
H -3.01 -1.39 -2.31
H -0.04 -0.15 4.91
O 1.53 -1.41 0.66
H 0.99 -0.65 1.28
O -0.27 -0.52 -0.74
H -1.49 -2.29 0.18
H -0.88 -0.89 -0.23
O -0.69 -2.64 0.43
H -1.95 -2.15 -2.97
H 2.45 -1.03 0.51
O -2.67 2.97 -0.15
H 3.03 3.42 -0.87
H -1.96 3.35 0.52
O 2.02 3.65 -0.85
H 1.64 2.78 -1.00
H -2.27 2.12 -0.26
O 0.23 0.70 1.33
H -0.61 -0.63 -1.67
H 0.99 1.35 1.61
O 1.26 -0.64 -3.10
H -0.69 -3.23 1.09
H -0.16 0.40 2.18
O 0.51 0.11 4.34
H 0.59 -0.09 -3.60
H 1.88 -0.98 -3.66
H 0.75 -1.21 -0.26
H 1.03 0.74 4.78
*
```

Calculated values
HOMO energy: -13.9087 eV
E_LUMO: -3.189 eV
molar mass: 163.1 g/mol

Arrangement z

The following is a DFT calculation (wB97M-V/def2-TZVPD) of a cluster of 9 separate species, H19O9 in total.

```
! RIJCOSX wB97M-V def2-TZVPD def2/J DEFGRID3
* xyz 1 1
O -0.47 0.65 -0.12
H 0.42 0.48 -0.49
H -0.58 -0.09 0.49
H -1.09 0.60 -0.97
O -0.69 -1.37 3.67
H -1.33 -1.25 4.52
H -0.43 -0.49 3.38
O 2.17 -0.83 1.40
H 2.02 -0.97 2.34
H 2.95 -1.17 1.13
O -0.78 1.63 -2.92
H -0.38 1.87 -3.81
H -0.99 2.50 -2.79
O 0.05 1.18 3.00
H 1.02 1.46 2.93
H -0.45 1.92 3.19
O 1.45 -0.87 -2.83
H 0.95 -0.48 -3.50
H 0.90 -1.64 -2.44
O -0.97 -1.59 1.02
H -1.19 -1.58 1.92
H -0.26 -2.23 0.80
O -2.66 -0.49 -1.45
H -3.33 0.18 -1.38
H -2.60 -0.67 -2.34
O 2.08 1.04 -1.16
H 2.04 0.33 -1.77
H 2.15 1.87 -1.81
*
```

Calculated values
HOMO energy: -14.3209 eV
E_LUMO: -3.090 eV
molar mass: 163.1 g/mol

Stability ranking, top entry: arrangement w; the second entry is 15.7 kJ/mol less favorable.

Arrangement w

The following is a DFT calculation (wB97M-V/def2-TZVPD) of a cluster of 2 separate species, C2H10N3 in total.

```
! RIJCOSX wB97M-V def2-TZVPD def2/J DEFGRID3
* xyz 1 1
C -0.63 -1.68 -0.27
N -0.88 -1.04 1.05
H -1.19 -2.60 -0.35
H 0.44 -1.84 -0.34
H -1.01 -0.96 -1.00
H -1.87 -0.99 1.27
H -0.29 -1.36 1.81
H -0.58 0.52 0.87
N 1.56 0.98 -0.91
C 0.46 1.61 -0.61
N -0.19 1.51 0.56
H 2.08 1.42 -1.67
H 2.14 0.39 -0.33
H -0.11 1.99 -1.46
H 0.06 2.04 1.37
*
```

Calculated values
HOMO energy: -13.8658 eV
E_LUMO: -4.854 eV
molar mass: 76.1 g/mol

Arrangement x

The following is a DFT calculation (wB97M-V/def2-TZVPD) of a cluster of 2 separate species, C2H10N3 in total.

```
! RIJCOSX wB97M-V def2-TZVPD def2/J DEFGRID3
* xyz 1 1
C 0.27 -0.40 -2.14
C -0.13 1.39 0.66
N 1.11 -0.60 1.07
N -1.18 -0.74 0.69
N 0.01 -0.04 0.50
H -0.16 -1.38 -2.15
H -0.32 0.45 -2.43
H 1.34 -0.31 -2.13
H 0.82 1.87 0.47
H -0.87 1.77 -0.05
H -0.47 1.63 1.67
H 1.61 0.00 1.72
H 0.98 -1.54 1.42
H -1.93 -0.36 0.13
H -1.08 -1.74 0.56
*
```

Calculated values
HOMO energy (alpha / beta): -14.0513 / -13.0048 eV
E_LUMO (alpha / beta): -4.021 / -5.882 eV
molar mass: 76.1 g/mol

Arrangement y

The following is a DFT calculation (wB97M-V/def2-TZVPD) of a cluster of 2 separate species, C2H10N3 in total.

```
! RIJCOSX wB97M-V def2-TZVPD def2/J DEFGRID3
* xyz 1 1
N -0.03 -0.36 0.77
C -1.49 0.06 0.46
N -2.42 -0.26 1.46
H 0.41 0.24 1.46
H -0.01 -1.31 1.15
H -1.43 1.13 0.29
H -1.73 -0.46 -0.47
H -2.69 -1.22 1.52
H -2.31 0.20 2.35
C 2.59 0.46 -1.61
N 1.32 0.45 -1.57
H 3.14 0.35 -0.68
H 3.16 0.58 -2.53
H 0.94 0.47 -2.51
H 0.56 -0.33 -0.10
*
```

Calculated values
HOMO energy: -14.3710 eV
E_LUMO: -3.160 eV
molar mass: 76.1 g/mol

Stability ranking, top entry: arrangement y; the second entry is 85.1 kJ/mol less favorable.